A molecular structure, C25H33BeBrClF9N4Na3O15PS in a non-equilibrium geometry. Source: the Open Molecules 2025 dataset; level of theory: the ωB97M-V functional and the def2-TZVPD basis.

Structure (XYZ):
```
94
Properties=species:S:1:pos:R:3:forces:R:3
C 0.0520 -6.4351 -3.2754 0.3 -0.3 0.3
C 0.4500 -5.0319 -2.8291 -0.3 0.0 -0.2
C -0.5092 -3.9764 -3.3712 0.2 -0.1 -0.3
C -0.0689 -2.5692 -3.0019 0.0 -0.4 -1.1
O -1.2487 -1.7426 -2.8132 -0.1 -0.3 0.6
C -1.1813 -0.7330 -1.9936 0.2 0.1 -0.6
C -0.4982 0.4185 -2.2337 0.8 0.6 0.9
P 0.4577 0.7048 -3.7221 -2.2 -1.1 -3.5
O -0.1531 0.1462 -4.9244 0.3 -0.7 0.4
O 1.9989 0.0361 -3.4765 -0.7 1.1 0.7
O 0.7174 2.2762 -3.9800 0.0 -1.1 0.7
C -0.5266 1.5119 -1.2358 -0.2 0.0 -0.1
O 0.0110 2.5799 -1.4929 0.4 -0.1 0.3
C -1.1754 1.3442 0.0895 -0.2 -0.2 0.3
C -1.0287 2.5050 1.0432 -0.3 -0.1 -0.1
C 0.2803 2.5010 1.8444 0.3 0.1 -0.1
C 1.5301 2.1710 1.0386 -0.1 0.4 -0.3
Br 0.5474 4.2787 2.5936 -0.1 0.0 0.2
C -1.8717 0.2218 0.3235 0.0 -0.1 -0.4
C -2.6639 -0.1260 1.5569 0.6 0.0 0.5
C -1.8510 -0.0409 2.8659 -0.2 0.2 0.1
O -0.6388 -0.7938 2.8387 -0.5 -0.3 0.0
C -0.8107 -2.1943 3.0525 0.9 0.2 -1.5
C -0.3682 -2.6686 4.4334 -0.4 0.1 0.1
F -0.0021 -1.6464 5.1444 0.8 1.0 0.0
F -1.5160 -3.1749 5.0176 -0.2 -0.3 -0.3
C 0.7351 -3.7297 4.5317 -0.6 -0.4 0.3
F 1.9042 -3.1886 4.1463 0.2 0.1 -0.1
F 0.4726 -4.7364 3.6718 -0.2 -0.2 0.0
C 0.8382 -4.2867 5.9804 0.7 0.2 0.2
F 1.8556 -5.1827 5.9682 0.1 0.1 -0.2
F -0.2789 -4.9670 6.2839 0.0 0.0 0.0
C 1.1064 -3.2035 7.0716 -0.5 -0.5 0.6
F 1.6711 -3.8695 8.1173 0.1 0.0 0.0
F 2.0184 -2.3120 6.6215 0.2 -0.1 0.0
C -1.9667 -0.8642 -0.7179 -0.6 0.4 0.6
O -2.6717 -1.8169 -0.5098 0.8 0.3 0.0
H 0.8702 -7.1371 -3.0940 0.0 0.0 0.0
H -0.8041 -6.8062 -2.7123 -0.2 0.1 -0.2
H -0.1678 -6.4708 -4.3428 -0.1 0.1 0.0
H 1.4651 -4.8412 -3.2000 0.0 0.2 0.2
H 0.4450 -4.9701 -1.7362 0.2 -0.1 0.0
H -0.4885 -4.0537 -4.4624 -0.2 0.0 0.0
H -1.5451 -4.1464 -3.0553 0.1 0.0 0.3
H 0.5684 -2.5602 -2.1113 -0.3 0.1 0.2
H 0.4677 -2.1526 -3.8579 0.2 0.2 0.3
H 2.1603 -0.2136 -2.5463 -0.4 -0.7 -0.6
H -0.1428 2.7726 -3.8045 -0.1 0.2 -0.4
H -1.8854 2.4906 1.7176 0.1 0.2 0.1
H -1.1015 3.4400 0.4806 0.1 0.0 -0.1
H 0.2466 1.8405 2.7098 -0.1 0.0 0.0
H 1.6229 2.8966 0.2271 -0.1 0.0 0.0
H 1.4505 1.1567 0.6285 0.1 -0.1 0.1
H 2.4222 2.2705 1.6548 0.0 -0.3 0.1
H -3.0002 -1.1609 1.4074 0.0 0.1 -0.2
H -3.5816 0.4654 1.6291 0.2 0.2 0.1
H -2.4600 -0.4464 3.6675 1.1 2.6 0.4
H -1.6453 0.9744 3.1860 0.3 0.0 -0.2
H -1.8391 -2.5136 2.9788 1.7 -0.9 -1.3
H -0.3064 -2.6907 2.2230 0.1 -0.3 0.2
H 0.1781 -2.7110 7.4185 0.0 0.5 -0.4
Na 2.0597 1.9224 -2.4321 1.5 2.4 1.7
Cl -3.6533 -3.9391 -1.8254 -0.3 -0.7 -0.2
Na -3.1214 -1.8476 3.6103 -4.0 -2.1 1.7
C -2.9176 3.5146 -4.3908 -0.4 0.3 -0.1
O -1.7733 3.4793 -3.9429 0.9 -0.6 0.2
N -3.5154 4.6969 -4.6559 0.2 0.0 -0.1
N -3.6424 2.3870 -4.6353 0.2 0.0 0.1
H -4.4474 4.7776 -5.0140 0.0 0.0 0.0
H -2.9904 5.5342 -4.4542 -0.1 0.0 0.1
H -3.2075 1.5021 -4.4494 0.0 0.0 -0.1
H -4.5768 2.4020 -4.9966 0.0 0.0 0.0
N -1.3191 5.6376 -1.3775 0.0 -0.5 0.1
O -2.3567 5.1021 -0.9751 0.0 0.1 0.0
O -1.3065 6.1892 -2.4986 -0.2 0.5 0.1
O -0.2821 5.5987 -0.7035 0.1 0.1 -0.2
O -4.4703 9.9461 -3.0547 0.0 -0.1 0.4
S -3.2831 9.1077 -3.1538 0.5 0.3 -0.6
O -3.3186 8.2244 -4.3220 0.0 -0.3 0.1
O -3.2790 8.2070 -1.9755 -0.1 -0.3 0.0
O -2.0812 9.9290 -3.2059 -0.1 -0.1 0.0
N 5.8710 -0.9140 -0.3189 0.1 -0.1 0.2
C 6.3732 0.1225 0.4462 0.4 -0.2 -0.2
C 5.7099 0.1173 1.6508 0.2 -0.1 0.1
C 4.7806 -0.9518 1.6162 0.1 -0.2 0.2
C 4.8979 -1.5631 0.3960 0.1 0.0 -0.1
H 6.1636 -1.1546 -1.2503 -0.1 0.1 -0.1
H 7.1446 0.7760 0.0599 -0.3 0.3 -0.2
H 5.8688 0.8069 2.4646 -0.1 0.0 0.0
H 4.0988 -1.2338 2.4163 0.4 0.0 -0.4
H 4.3764 -2.4089 -0.0206 0.0 0.0 0.0
Na 8.6267 -1.0064 1.0757 -0.2 -0.1 0.2
Be 2.1146 -0.5613 3.1011 -0.4 0.3 0.3
F -1.0894 -1.2380 7.1526 -0.3 -0.3 0.2
```
Forces are in eV/Å.

Summary:
- Highest occupied orbital energy: -6.42 eV
- 2S+1: 1



A molecular structure, C25H33Br2MnN4O3P2 in a non-equilibrium geometry. Source: the Open Molecules 2025 dataset; level of theory: the ωB97M-V functional and the def2-TZVPD basis.

Structure (XYZ):
```
70
Properties=species:S:1:pos:R:3:forces:R:3
Mn -0.4857 0.0797 -0.0972 -1.4 0.8 0.5
Br 0.9136 1.9852 1.1853 1.0 0.6 0.0
C 0.4026 2.6818 2.8149 -0.4 0.0 0.3
Br -2.3257 1.6360 0.5585 -0.3 0.2 0.1
H 0.6680 3.7088 3.0008 0.1 0.0 -0.1
H -0.3921 2.1756 3.3385 0.0 -0.1 -0.1
C -3.5734 -1.3811 -2.7753 0.0 -0.1 0.1
C -4.1793 -2.3076 -1.9410 -0.1 0.0 -0.1
C -3.6909 -2.4955 -0.6641 0.1 0.0 0.1
C -2.5959 -1.7624 -0.1966 -0.1 0.1 -0.2
C -1.9796 -0.8297 -1.0457 -0.7 -0.5 -0.1
C -2.4866 -0.6487 -2.3224 0.3 0.1 0.0
C -2.0847 -1.9194 1.1656 0.2 0.1 0.2
C -2.7808 -2.6783 2.1330 -0.1 -0.1 0.1
C -2.2873 -2.7980 3.3918 0.0 0.0 -0.1
C -1.0619 -2.1799 3.7215 0.1 0.2 -0.2
C -0.4959 -2.2804 5.0094 0.0 0.0 0.1
C 0.7084 -1.7011 5.2926 -0.1 -0.1 0.1
C 1.3997 -1.0228 4.2759 0.0 0.0 -0.1
C 0.8653 -0.9073 3.0195 0.2 0.1 0.0
C -0.3973 -1.4478 2.7087 0.0 -0.1 0.3
N -0.9379 -1.3001 1.4526 -0.5 -0.5 0.3
H -3.9452 -1.2228 -3.7791 0.0 0.0 0.0
H -5.0370 -2.8695 -2.2847 0.0 0.0 0.0
H -4.1712 -3.2274 -0.0303 0.0 0.0 0.0
H -2.0523 0.0749 -2.9947 0.0 0.0 0.0
H -3.7190 -3.1431 1.8770 0.0 0.0 0.0
H -2.8092 -3.3744 4.1456 0.0 0.0 0.0
H -1.0416 -2.8311 5.7658 0.0 0.0 0.0
H 1.1352 -1.7719 6.2837 0.0 0.0 0.0
H 2.3686 -0.5870 4.4842 0.0 0.0 0.0
H 1.4343 -0.4069 2.2562 0.0 0.1 -0.1
C 1.6483 -3.6972 -2.5545 -0.1 -0.1 -0.1
O 1.9328 -2.5332 -1.7651 -0.2 0.2 0.1
P 0.8452 -2.0487 -0.6500 1.3 -1.3 -0.3
O 1.6300 -0.6604 -0.2318 0.7 -0.4 0.0
C 3.0496 -0.5991 0.0399 0.1 0.2 0.1
O 1.1241 -3.0841 0.5512 -0.2 0.2 -0.2
C 2.3448 -3.7652 0.8613 0.2 0.0 0.1
H 2.5993 -4.1627 -2.8025 0.0 0.0 0.0
H 1.1374 -3.4108 -3.4735 0.0 0.0 0.0
H 1.0328 -4.4175 -2.0111 0.0 0.0 0.0
H 3.2464 -0.9008 1.0679 -0.1 0.0 0.0
H 3.3598 0.4342 -0.0943 0.0 0.0 0.0
H 3.5923 -1.2404 -0.6476 0.0 0.0 -0.1
H 2.0795 -4.7655 1.1939 0.0 0.0 0.0
H 2.8574 -3.2436 1.6703 -0.1 0.0 0.0
H 3.0043 -3.8280 -0.0035 0.0 0.0 0.0
C 0.5235 4.1015 -3.5573 -0.1 -0.2 0.0
N -0.6841 3.3313 -3.8323 -0.1 0.2 -0.2
C -0.4467 2.4540 -4.9739 0.1 0.0 0.1
N 0.7111 1.5772 -4.7900 0.1 0.0 -0.3
C 1.8824 2.3954 -4.4923 -0.1 -0.1 0.1
N 1.6833 3.2433 -3.3236 0.2 0.3 -0.1
C 1.5594 2.4896 -2.0962 -0.1 -0.3 0.2
P 0.0763 1.3160 -2.1066 0.3 1.0 -1.2
C -1.1569 2.6172 -2.6643 0.1 -0.2 0.2
C 0.4841 0.5667 -3.7803 -0.1 -0.2 0.3
H 0.3556 4.7329 -2.6836 0.0 0.0 0.0
H 0.7328 4.7366 -4.4191 0.0 0.0 0.0
H -0.2605 3.0761 -5.8505 0.0 0.0 0.0
H -1.3367 1.8480 -5.1546 0.0 0.0 0.0
H 2.0790 3.0364 -5.3523 0.0 0.0 0.0
H 2.7476 1.7488 -4.3330 0.0 0.0 0.0
H 1.4478 3.1906 -1.2687 0.0 0.0 0.0
H 2.4691 1.9038 -1.9339 0.0 0.0 0.0
H -1.2937 3.3078 -1.8305 0.0 0.0 0.0
H -2.1291 2.1679 -2.8671 0.0 0.0 0.1
H -0.3258 -0.0913 -4.0992 0.0 0.0 0.0
H 1.3824 -0.0463 -3.6623 0.0 0.0 0.0
```
Forces are in eV/Å.

Summary:
- Highest occupied orbital energy (alpha / beta): -10.55 / -10.88 eV
- 2S+1: 6
- Total charge: +1



A molecular structure, C25H33Cl2F5InN2O6PSTe2. Source: the Open Molecules 2025 dataset; level of theory: the ωB97M-V functional and the def2-TZVPD basis.

Structure (XYZ):
```
78
Properties=species:S:1:pos:R:3:forces:R:3
In 0.5966 -1.1046 0.4732 0.4 0.1 0.1
Cl -0.4496 -4.0251 0.6185 -0.1 0.0 -0.1
C -2.1494 -3.5150 0.5605 0.0 0.0 0.0
Cl -2.3478 -2.0612 -0.4370 0.0 0.0 -0.1
H -2.4583 -3.2896 1.5772 0.0 0.0 0.0
H -2.7274 -4.3108 0.1078 0.0 0.0 0.0
C 3.4512 -4.4579 -3.9330 0.0 0.0 0.0
C 3.5334 -4.0428 -2.4715 -0.1 0.0 0.0
N 4.1303 -2.7086 -2.2382 -0.1 0.0 -0.1
C 5.5395 -2.6917 -1.8203 0.0 0.0 0.1
C 6.4531 -3.3410 -2.8471 0.0 0.0 0.0
C 3.3807 -1.6469 -2.4018 0.0 -0.1 0.2
O 2.2843 -1.8474 -3.0669 0.3 -0.1 0.0
C 3.7925 -0.3005 -1.9684 0.0 -0.1 0.0
C 3.6764 0.7812 -2.8338 0.0 0.1 0.0
C 4.1585 2.0081 -2.4155 0.0 0.0 0.0
C 4.7570 2.0974 -1.1676 0.0 0.0 0.1
N 4.8455 1.0738 -0.3183 0.0 -0.1 0.0
C 4.3445 -0.0892 -0.7031 0.0 0.1 -0.1
H 3.0141 -5.4554 -3.9862 0.0 0.0 0.0
H 4.4328 -4.4947 -4.4029 0.0 0.0 0.0
H 2.8128 -3.7840 -4.4991 0.0 0.0 0.0
H 4.1486 -4.7401 -1.9034 0.0 0.0 0.0
H 2.5446 -4.0258 -2.0148 0.0 0.0 0.0
H 5.6001 -3.2142 -0.8634 0.0 0.0 0.0
H 5.8459 -1.6653 -1.6556 0.0 0.0 0.0
H 6.2490 -4.4036 -2.9705 0.0 0.0 0.0
H 7.4841 -3.2383 -2.5096 0.0 0.0 0.0
H 6.3614 -2.8518 -3.8170 0.0 0.0 0.0
H 3.2190 0.6623 -3.8068 0.1 0.0 0.0
H 4.0867 2.8804 -3.0494 0.0 0.0 0.0
H 5.1781 3.0366 -0.8271 0.0 0.0 0.0
H 4.3547 -0.8943 0.0204 0.0 -0.1 0.1
F 0.5397 -2.1333 -4.7750 0.0 0.0 0.0
Te 0.3971 -1.2738 -3.1368 -0.3 0.3 0.0
F 0.9829 0.2342 -4.0588 -0.1 0.0 0.0
F -1.3397 -0.8916 -3.6379 0.0 -0.1 0.0
F 1.9512 -2.4138 -0.2268 0.0 0.0 0.0
F -0.0405 -2.9593 -2.5017 0.0 0.0 0.0
O 0.2754 -0.4154 -1.5559 0.1 -0.2 0.1
C 7.4508 7.6631 1.7576 0.0 0.0 0.0
C 6.5511 6.4549 1.7081 0.0 0.0 0.0
O 6.4848 5.7063 0.7735 0.0 0.0 0.0
S 5.5629 6.2728 3.1919 0.0 0.0 0.0
C 4.5882 4.8668 2.7359 0.0 0.0 0.0
C 5.0941 3.5845 2.9119 0.0 0.0 0.0
C 4.3532 2.4874 2.5113 0.0 0.0 0.0
C 3.0932 2.6622 1.9345 0.0 0.0 0.0
C 2.5826 3.9528 1.7834 0.0 0.0 0.0
C 3.3279 5.0492 2.1810 0.0 0.0 0.0
C 2.3426 1.5318 1.4766 0.0 0.1 0.0
C 1.7174 0.5733 1.0855 -0.1 0.0 -0.1
H 8.3648 7.4471 1.2088 0.0 0.0 0.0
H 7.6802 7.9589 2.7799 0.0 0.0 0.0
H 6.9366 8.4898 1.2649 0.0 0.0 0.0
H 6.0759 3.4516 3.3468 0.0 0.0 0.0
H 4.7507 1.4864 2.6139 0.0 0.0 0.0
H 1.6054 4.0867 1.3391 0.0 0.0 0.0
H 2.9393 6.0504 2.0496 0.0 0.0 0.0
C 0.5971 1.3352 5.5906 0.0 0.0 0.0
C 0.3854 0.6691 4.2533 -0.1 0.0 0.0
O -0.4217 -0.5092 4.4647 0.1 0.0 0.0
P -0.4442 -1.7132 3.4278 0.0 -0.1 0.0
O -0.7893 -1.1897 2.0176 -0.2 0.0 0.0
Te -1.7471 -3.4100 4.3491 0.0 0.0 0.0
O 1.1030 -2.1042 3.1705 0.0 0.1 0.0
C 1.9009 -2.7625 4.1706 0.0 0.0 0.0
C 2.4805 -4.0219 3.5726 0.0 0.0 0.0
H 1.1866 2.2441 5.4585 0.0 0.0 0.0
H 1.1307 0.6710 6.2710 0.0 0.0 0.0
H -0.3571 1.6000 6.0455 0.0 0.0 0.0
H 1.3298 0.3831 3.7944 0.1 0.0 0.0
H -0.1419 1.3222 3.5566 0.0 0.0 0.0
H 1.2754 -2.9938 5.0355 0.0 0.0 0.0
H 2.6780 -2.0586 4.4745 0.0 0.0 0.0
H 1.6778 -4.7146 3.3186 0.0 0.0 0.0
H 3.1478 -4.5058 4.2873 0.0 0.0 0.0
H 3.0442 -3.7891 2.6676 0.0 0.0 0.0
```
Forces are in eV/Å.

Summary:
- Highest occupied orbital energy: -7.19 eV
- 2S+1: 1



- Which formula does entry 3 have?
  C25H33Cl2F5InN2O6PSTe2